Entry 1:
Molecular formula: C36H72O27
Method: DFT, ωB97M-V/def2-TZVPD

Results
Spin multiplicity: 1
SMILES string: CCOC(=O)OC.CCOC(=O)OC.CCOC(=O)OC.CCOC(=O)OC.CCOC(=O)OC.CCOC(=O)OC.CCOC(=O)OC.CCOC(=O)OC.CCOC(=O)OC
LUMO in eV: 0.55
Orbital gap in eV: 11.002

Atoms and positions in Å:
C1 7.482 17.432 15.942
C2 7.205 16.921 17.304
O1 8.369 17.313 18.035
C3 8.182 17.469 19.338
O2 7.064 17.564 19.872
O3 9.377 17.595 19.891
C4 9.504 17.755 21.289
H1 6.863 16.919 15.193
H2 8.522 17.237 15.735
H3 7.447 18.557 15.892
H4 7.123 15.828 17.324
H5 6.397 17.382 17.829
H6 8.800 17.120 21.847
H7 9.301 18.773 21.668
H8 10.525 17.419 21.465
C5 8.026 13.193 13.633
C6 9.182 12.934 14.573
O4 8.975 13.846 15.656
C7 9.460 13.437 16.795
O5 10.040 12.398 17.009
O6 9.223 14.454 17.696
C8 9.806 14.277 19.005
H9 7.903 14.274 13.480
H10 7.069 12.904 14.110
H11 8.094 12.634 12.691
H12 10.154 13.083 14.160
H13 9.156 11.938 14.911
H14 9.356 15.080 19.530
H15 10.889 14.420 18.974
H16 9.567 13.277 19.324
C9 14.359 10.491 11.518
C10 13.050 10.807 12.188
O7 12.709 9.622 12.981
C11 11.563 9.754 13.626
O8 10.672 10.484 13.289
O9 11.515 8.929 14.694
C12 10.181 8.853 15.328
H17 15.119 10.312 12.302
H18 14.721 11.342 10.883
H19 14.204 9.578 10.914
H20 12.229 10.959 11.536
H21 13.108 11.655 12.855
H22 10.222 8.324 16.249
H23 9.565 8.250 14.626
H24 9.730 9.865 15.456
C13 11.733 18.002 17.280
C14 11.559 19.261 18.132
O10 12.103 19.151 19.467
C15 11.721 20.142 20.240
O11 11.018 21.125 19.883
O12 12.260 20.012 21.463
C16 11.759 20.864 22.425
H25 11.208 17.155 17.736
H26 12.798 17.807 17.155
H27 11.248 18.126 16.293
H28 10.469 19.434 18.256
H29 12.074 20.085 17.637
H30 10.682 20.563 22.564
H31 11.808 21.958 22.175
H32 12.253 20.685 23.340
C17 13.337 19.834 8.659
C18 13.100 18.389 9.003
O13 14.056 17.833 9.965
C19 13.876 18.322 11.222
O14 13.135 19.165 11.531
O15 14.819 17.714 12.031
C20 14.447 17.421 13.333
H33 13.534 20.422 9.565
H34 12.483 20.262 8.171
H35 14.210 19.829 7.979
H36 13.186 17.776 8.138
H37 12.111 18.336 9.433
H38 13.857 16.497 13.368
H39 13.906 18.269 13.752
H40 15.348 17.261 13.934
C21 14.076 10.016 16.341
C22 14.981 10.459 17.406
O16 14.491 10.257 18.752
C23 13.702 11.157 19.327
O17 13.223 12.141 18.830
O18 13.683 10.753 20.592
C24 12.876 11.476 21.528
H41 13.787 8.968 16.480
H42 14.446 10.064 15.297
H43 13.197 10.696 16.304
H44 15.205 11.506 17.290
H45 15.906 9.868 17.429
H46 13.023 10.969 22.488
H47 11.853 11.441 21.214
H48 13.184 12.493 21.700
C25 10.732 18.666 13.809
C26 9.762 18.031 12.803
O19 10.532 17.310 11.796
C27 11.101 16.182 12.195
O20 10.802 15.535 13.161
O21 11.901 15.837 11.193
C28 12.572 14.553 11.216
H49 10.213 19.182 14.629
H50 11.341 19.304 13.234
H51 11.334 17.874 14.239
H52 9.327 18.879 12.195
H53 9.055 17.388 13.261
H54 13.158 14.406 12.100
H55 13.268 14.563 10.373
H56 11.829 13.771 11.090
C29 19.035 15.791 22.215
C30 17.661 16.400 22.301
O22 16.610 15.553 21.794
C31 16.337 15.635 20.457
O23 16.958 16.396 19.752
O24 15.369 14.801 20.151
C32 15.066 14.668 18.667
H57 19.049 14.896 22.779
H58 19.900 16.477 22.388
H59 19.144 15.333 21.221
H60 17.752 17.341 21.771
H61 17.408 16.618 23.335
H62 14.889 15.708 18.274
H63 14.228 13.967 18.563
H64 15.907 14.193 18.197
C33 12.545 15.091 15.848
C34 12.955 13.640 15.646
O25 14.372 13.520 15.807
C35 15.229 13.747 14.744
O26 14.907 13.791 13.602
O27 16.489 13.859 15.252
C36 17.598 14.191 14.363
H65 11.571 15.276 15.452
H66 13.324 15.750 15.408
H67 12.488 15.369 16.902
H68 12.735 13.463 14.589
H69 12.522 12.920 16.328
H70 17.454 13.727 13.394
H71 18.514 13.860 14.843
H72 17.624 15.287 14.247


Entry 2:
Molecular formula: C25H43Cl2F3N3O6SiTi
Method: DFT, ωB97M-V/def2-TZVPD

Results
Spin multiplicity: 2
LUMO (alpha / beta) in eV: 0.17 / 0.17
Orbital gap (alpha / beta) in eV: 7.581 / 7.804

Atoms and positions in Å:
C1 3.226 -2.493 -2.144
C2 2.557 -1.700 -3.233
H1 2.763 -3.493 -2.041
H2 3.174 -1.984 -1.165
H3 4.301 -2.650 -2.384
C3 2.756 -2.104 -4.531
C4 3.136 -3.495 -4.991
H4 2.668 -1.378 -5.349
H5 2.586 -4.261 -4.422
H6 4.210 -3.728 -4.927
H7 2.865 -3.625 -6.050
Ti1 1.289 0.191 0.306
Cl1 3.358 0.934 -0.348
C5 -0.072 2.745 0.987
O1 -0.059 1.495 0.687
N1 -1.169 3.460 1.111
C6 -2.489 2.839 1.274
C7 -1.117 4.927 0.993
H8 0.880 3.248 1.135
H9 -2.496 2.150 2.130
H10 -2.816 2.317 0.362
H11 -3.194 3.659 1.472
H12 -0.340 5.349 1.642
H13 -2.085 5.340 1.285
H14 -0.920 5.250 -0.040
H15 -2.854 2.282 6.582
H16 -1.933 1.210 8.502
C8 -2.743 1.369 5.990
C9 -1.643 0.316 7.947
N2 -1.629 0.603 6.522
H17 -2.544 1.610 4.944
C10 -0.783 -0.042 5.694
O2 -0.801 0.026 4.458
H18 -0.638 -0.002 8.259
H19 -0.027 -0.658 6.234
H20 -3.677 0.799 6.074
H21 -2.355 -0.484 8.191
H22 -0.734 -3.682 3.972
H23 0.041 -3.974 0.209
C11 -1.470 -3.492 3.174
C12 -0.912 -3.950 0.754
N3 -0.788 -3.104 1.940
H24 -2.154 -2.689 3.518
C13 -0.003 -2.030 1.920
O3 0.583 -1.632 0.848
H25 -1.695 -3.609 0.065
H26 0.151 -1.468 2.850
H27 -2.045 -4.397 2.956
H28 -1.157 -4.967 1.051
O4 0.955 -0.403 -1.637
C14 1.942 -0.375 -2.838
C15 0.721 -0.087 -5.071
C16 1.485 0.452 -4.025
H29 0.439 -1.151 -5.059
C17 0.323 0.718 -6.150
H30 2.776 0.173 -2.396
C18 1.966 1.765 -4.139
H31 -0.302 0.285 -6.943
C19 0.773 2.041 -6.221
C20 1.592 2.570 -5.215
H32 2.640 2.154 -3.362
H33 0.438 2.656 -7.055
H34 1.987 3.596 -5.283
Si1 -1.045 -0.680 -2.668
Cl2 -0.712 -2.622 -3.376
C21 -2.237 -0.476 -4.205
C22 -1.020 1.278 -2.777
C23 -1.897 -1.004 -1.053
H35 -2.370 0.537 -4.601
H36 -3.193 -0.825 -3.796
H37 -2.011 -1.087 -5.094
H38 -1.448 -1.870 -0.557
H39 -2.944 -1.262 -1.294
H40 -1.858 -0.160 -0.341
H41 -0.926 1.627 -3.827
H42 -0.287 1.848 -2.189
H43 -2.031 1.562 -2.416
F1 1.811 1.753 5.651
C24 2.403 0.962 4.734
F2 3.723 1.260 4.737
F3 2.297 -0.329 5.167
C25 1.761 1.275 3.312
O5 1.159 2.352 3.235
O6 1.888 0.435 2.336


Entry 3:
Molecular formula: C5H7NO2
Method: DFT, ωB97M-V/def2-TZVPD

Results
Spin multiplicity: 1
SMILES string: O[C@@]12C=NO[C@@H]1CC2
LUMO in eV: 0.64
Orbital gap in eV: 10.152

Atoms and positions in Å:
O1 -0.779 -1.731 -0.599
C1 -0.597 -0.446 -0.062
C2 -0.422 -0.206 1.436
N1 0.736 0.247 1.805
O2 1.542 0.420 0.661
C3 0.810 0.002 -0.520
C4 0.215 1.142 -1.344
C5 -1.211 0.694 -0.936
H1 -1.425 -2.269 0.022
H2 -1.307 -0.204 2.162
H3 1.462 -0.713 -1.010
H4 0.360 2.173 -1.074
H5 0.504 0.973 -2.400
H6 -1.836 1.468 -0.519
H7 -1.779 0.217 -1.762


Entry 4:
Molecular formula: C9H14O
Method: DFT, ωB97M-V/def2-TZVPD

Results
Spin multiplicity: 1
SMILES string: Cc1ccc(O)cc1.CC
LUMO in eV: 0.75
Orbital gap in eV: 9.009

Atoms and positions in Å:
C1 1.077 0.149 3.571
C2 0.537 -0.296 2.330
C3 1.137 -1.354 1.688
C4 0.572 -2.051 0.594
C5 -0.488 -1.448 -0.034
O1 -1.140 -1.590 -1.197
C6 -1.147 -0.392 0.598
C7 -0.636 0.212 1.750
H1 1.773 -0.634 3.961
H2 0.216 0.423 4.200
H3 1.737 1.012 3.593
H4 2.126 -1.721 2.026
H5 1.073 -2.848 -0.025
H6 -0.909 -2.442 -1.675
H7 -2.063 -0.123 0.051
H8 -1.221 0.937 2.293
C8 0.246 1.094 -2.814
C9 -1.003 1.950 -3.062
H9 1.220 1.604 -2.874
H10 0.181 0.593 -1.893
H11 0.531 0.420 -3.612
H12 -1.412 2.239 -2.022
H13 -0.698 2.883 -3.682
H14 -1.711 1.383 -3.768


> Among the records above, which one has the highest spin multiplicity?

C25H43Cl2F3N3O6SiTi


> What is the formula in the second record?

C25H43Cl2F3N3O6SiTi


> Which of these has the highest spin multiplicity?

C25H43Cl2F3N3O6SiTi